ORCA calculation (the ωB97M-V functional and the def2-TZVPD basis) on a structure of composition C8H22AsN2O2W.

XYZ file:
```
36
Properties=species:S:1:pos:R:3:forces:R:3
W 0.046013 -0.319820 0.843874 5.23 0.70 -1.22
N 0.930656 -1.909948 -0.453863 0.31 -0.76 1.26
C 2.100390 -1.739700 -1.398131 0.76 1.83 -0.51
C 3.347428 -1.133166 -0.672801 -1.98 -0.96 -0.15
C 3.064029 0.299759 -0.292095 0.42 0.80 -1.60
N 2.185437 0.393026 0.898877 -1.20 -1.15 1.15
H 1.261736 -2.709486 0.133547 -0.46 0.66 0.05
H 0.194097 -2.341117 -0.979440 -0.72 -0.39 -0.70
H 1.801312 -1.051115 -2.222777 0.05 -0.59 0.50
H 2.363009 -2.695934 -1.827129 -0.19 -0.36 -0.02
H 4.113116 -1.212935 -1.435284 0.61 0.09 0.34
H 3.505735 -1.779472 0.204083 0.76 0.23 -0.24
H 2.509152 0.729599 -1.157951 0.45 0.22 0.62
H 3.970157 0.939993 -0.119239 -0.74 -0.69 -0.01
H 2.269836 1.304449 1.310274 -0.44 1.30 -0.08
H 2.634782 -0.125894 1.654511 0.06 -0.68 0.12
C -1.843327 2.659899 0.053131 0.23 0.46 1.64
As -1.252114 1.002564 -0.765537 -3.72 2.31 -1.70
C -0.904162 1.582091 -2.583098 1.57 -0.01 0.07
C -3.092415 0.358300 -1.100627 -0.91 -1.14 0.83
H -2.341351 3.378618 -0.632707 0.23 -0.87 0.23
H -0.940194 3.107624 0.437459 0.30 0.67 0.01
H -2.433988 2.462236 0.986384 0.18 0.03 -1.11
H -1.450968 2.508032 -2.819321 -0.09 -0.46 0.45
H -1.212946 0.745449 -3.219770 0.52 0.36 -0.14
H 0.177025 1.830640 -2.543551 -0.59 -0.30 -0.93
H -3.516310 0.828251 -2.008530 0.57 0.15 0.51
H -3.756409 0.572141 -0.207379 0.89 -0.27 -1.05
H -3.058612 -0.720220 -1.300646 -0.28 0.20 0.11
C -2.058745 -1.279195 3.271817 -1.75 1.29 -0.23
C -0.857171 -0.677297 2.714165 -0.13 -1.55 5.65
O 0.246167 -1.433090 2.709948 -2.01 3.59 -2.45
O -0.900927 0.639092 2.354240 1.52 -3.53 -1.77
H -1.841581 -1.802028 4.206580 0.06 -0.15 -0.17
H -2.482926 -1.986404 2.519389 0.09 0.22 0.60
H -2.775923 -0.424932 3.441588 0.39 -1.20 -0.06
```
Positions in Å, forces in eV/Å.

As for the expectation value of S²: 2.021. Its energy relative to the best compared isomer or geometry (same formula, charge and spin) is 21.36 kcal per mole. The net charge is +3. The spin multiplicity is 3.

ORCA calculation (the ωB97M-V functional and the def2-TZVPD basis) on a cluster of 2 separate species, C8H22BN4O8S in total.

XYZ file:
```
44
Properties=species:S:1:pos:R:3:forces:R:3
C -1.449271 -2.921103 0.292760 0.89 1.21 -0.02
O -2.605304 -2.753201 1.131512 -0.40 0.47 -0.45
C -3.297577 -1.558509 0.821963 -0.01 -1.67 -0.23
N -2.483555 -0.393553 1.251011 -0.47 1.23 -0.25
C -2.442203 -0.111180 2.730434 0.82 -1.46 1.00
N -1.315801 -0.852526 3.334075 -0.76 -0.06 -0.44
C -1.805163 0.348603 0.431284 0.13 0.85 -1.22
N -0.979513 1.442341 0.886043 -0.23 -1.93 -0.55
C 0.260099 1.271099 0.068859 0.99 -0.16 0.50
C 1.512419 1.971398 0.728144 -0.98 -0.25 -0.03
S 2.235907 3.312057 -0.286406 6.42 -0.48 -2.03
O 2.703919 2.722983 -1.581254 -2.57 0.90 2.34
O 3.443732 3.877846 0.391082 -3.63 -0.72 -0.03
O 0.011230 1.709148 -1.253231 -0.65 -0.31 1.13
C -1.208301 1.212598 -1.762273 0.91 0.43 -2.60
O -0.931405 0.707299 -3.062526 -0.20 -1.20 1.96
B -0.296106 -0.579574 -2.915748 1.36 -1.46 -0.77
O -0.963499 -1.795705 -3.253408 0.37 2.11 0.97
O 1.027870 -0.707106 -2.480823 -1.86 0.71 -0.49
N -1.784439 0.085676 -0.983361 -0.87 1.60 2.37
H -1.017326 -3.936768 0.355123 -0.74 0.51 0.05
H -0.664629 -2.204847 0.669555 -0.37 -0.70 -0.38
H -1.654361 -2.595601 -0.759681 0.05 -0.69 0.74
H -3.523358 -1.576446 -0.267344 0.28 0.53 0.61
H -4.270878 -1.565840 1.358518 0.86 0.14 -0.12
H -3.361410 -0.578681 3.148180 0.46 0.85 -0.33
H -2.345385 0.965238 2.960353 -0.26 -0.64 -0.55
H -0.565547 -0.987691 2.659598 0.06 0.36 0.29
H -1.623884 -1.798189 3.565428 0.09 0.30 0.03
H -1.427033 2.336847 0.670333 0.05 -0.09 0.20
H 0.490897 0.172650 0.085408 -0.19 0.81 -0.14
H 2.320946 1.204445 0.833514 -0.29 0.88 -0.48
H 1.245673 2.293989 1.760233 0.21 0.15 -0.82
H 1.316305 4.329866 -0.493397 0.08 -0.81 0.29
H -1.933089 2.046085 -1.911407 0.44 -0.52 0.28
H -1.877765 -1.628488 -2.994301 -0.23 -0.41 -0.69
H 1.299251 -1.631902 -2.480856 0.05 -0.01 -0.01
H -2.769781 0.050588 -1.269914 0.42 -0.58 -0.23
C 5.377718 -0.503710 -0.204792 -0.01 0.21 -0.15
O 4.063404 -0.143556 -0.623640 -0.20 -0.01 0.13
H 5.301530 -1.305463 0.527894 -0.07 0.04 -0.05
H 5.959938 -0.853334 -1.060251 0.11 -0.04 0.12
H 5.873417 0.355650 0.253005 0.13 -0.11 0.03
H 4.152333 0.566565 -1.269696 -0.18 0.03 0.01
```
Positions in Å, forces in eV/Å.

Its energy relative to the best compared isomer or geometry (same formula, charge and spin) is 50.77 kcal per mole. The net charge is +1.

ORCA calculation (the ωB97M-V functional and the def2-TZVPD basis) on a cluster of 3 separate species, C8H22BrN2O2 in total.

XYZ file:
```
35
Properties=species:S:1:pos:R:3:forces:R:3
Br 10.028631 12.811209 4.727894 -0.29 -0.35 0.19
C 4.172291 11.174601 3.285763 -0.28 1.17 -0.33
C 5.562941 11.684567 3.602336 -1.41 -0.09 0.13
O 5.895925 12.799932 3.493214 0.78 0.42 0.07
N 6.545550 10.625787 4.059373 -1.15 -1.73 -0.30
H 6.027430 9.756919 3.897965 0.25 -0.11 -0.02
H 7.318789 10.593230 3.383406 0.68 0.45 0.82
C 6.802737 10.725582 5.533127 1.08 0.63 0.54
H 4.194718 10.730534 2.288654 -0.07 -0.33 0.12
H 3.603178 12.101403 3.189567 0.01 -0.06 -0.22
H 3.581169 10.600188 3.996875 0.71 -0.50 0.17
H 7.576159 11.487268 5.611577 -0.21 0.51 0.35
H 7.205550 9.859568 6.058165 0.07 -0.53 -1.01
H 5.868661 10.924742 6.053292 -0.07 0.51 -0.33
C 12.614620 11.879322 6.991823 -0.79 1.39 0.25
N 13.092749 13.076501 7.803454 0.25 -1.30 0.40
C 12.269651 14.243090 7.404113 -0.44 1.28 0.57
C 12.882126 12.738794 9.301497 -0.17 0.96 -2.68
C 14.556711 13.262726 7.446128 -0.44 0.41 1.69
C 15.212335 14.424273 8.165249 0.77 0.90 -0.60
O 14.771204 15.637873 7.529297 0.69 -0.35 0.65
H 11.571971 11.721712 7.262653 0.00 -0.06 -0.07
H 13.185494 10.979985 7.195230 0.39 0.20 -0.21
H 12.585217 12.301972 5.989915 0.15 -0.91 -0.39
H 12.498365 14.551759 6.389208 -0.13 -0.32 -0.12
H 12.448777 15.113010 8.038992 0.63 -0.25 0.09
H 11.200703 14.084654 7.542344 0.09 -0.75 -0.44
H 13.238443 13.627634 9.807503 -0.04 -0.38 0.67
H 13.390940 11.796170 9.460272 0.10 0.10 0.49
H 11.800590 12.642616 9.288466 0.00 -0.13 0.87
H 14.596094 13.448811 6.377948 0.17 -0.26 -0.08
H 15.049463 12.353181 7.786852 0.02 -0.17 -0.48
H 16.300633 14.329812 8.050680 -0.10 -0.25 -0.51
H 15.173063 14.508944 9.257672 -0.90 -0.40 -0.03
H 15.493825 16.256856 7.692898 -0.35 0.31 -0.24
```
Positions in Å, forces in eV/Å.

Its energy relative to the best compared isomer or geometry (same formula, charge and spin) is 42.95 kcal per mole. The net charge is +1.

ORCA calculation (the ωB97M-V functional and the def2-TZVPD basis) on a cluster of 6 separate species, C8H22Cl4N2 in total.

XYZ file:
```
36
Properties=species:S:1:pos:R:3:forces:R:3
N -5.112088 -3.164898 -5.737920 -0.44 -0.62 0.15
H -5.721989 -2.427550 -5.414761 -0.67 0.31 0.15
H -4.739236 -3.653408 -4.936400 0.95 0.30 0.61
H -4.460502 -2.787344 -6.410972 0.73 0.05 -0.18
H -5.622002 -3.924402 -6.165993 -0.96 -0.13 -0.84
C 0.515219 0.320089 -1.377471 0.66 1.14 0.27
C 1.277760 0.062073 -0.059779 -0.74 -1.12 0.52
C 0.865838 1.066724 1.049662 0.09 -0.64 -0.46
N 1.705180 1.058011 2.310709 0.91 1.38 1.01
C 1.621690 -0.330397 2.989761 1.19 1.08 -0.71
C 1.321219 2.207091 3.354461 0.25 -0.82 -0.63
C 2.623077 2.487588 4.159922 -2.53 1.20 1.28
C 3.764270 1.991641 3.379372 0.86 -1.23 -0.02
C 3.161720 1.595649 2.036974 -0.09 -1.13 0.09
H -0.537936 0.562289 -1.234994 -0.03 -0.25 0.24
H 0.585866 -0.466065 -2.129179 0.16 -0.10 0.36
H 0.967849 1.223926 -1.785277 -0.12 0.06 -0.45
H 2.350912 -0.069450 -0.198130 0.10 0.55 -0.18
H 0.954912 -0.920656 0.283899 -0.01 -0.16 0.15
H -0.117941 0.727014 1.373532 -0.19 0.54 -0.03
H 0.843076 2.075573 0.637588 -0.05 0.10 0.32
H 0.583548 -0.566726 3.223256 0.20 0.21 0.13
H 2.313010 -0.301446 3.831983 -0.52 0.03 0.30
H 2.042093 -1.077443 2.316505 -0.26 0.16 -0.22
H 0.409644 1.947920 3.892949 0.29 -0.33 0.13
H 1.089060 3.121243 2.808084 -0.04 -0.38 -0.54
H 2.572226 2.095659 5.175747 0.00 -0.23 -0.12
H 2.613564 3.569666 4.290793 0.24 0.06 0.01
H 4.174746 1.144525 3.928922 -0.02 -0.46 -0.41
H 4.627536 2.656954 3.364198 -0.30 0.29 -0.64
H 3.749850 0.816559 1.551986 -0.23 0.20 -0.31
H 3.023725 2.483309 1.419635 -0.03 -0.28 -0.23
Cl -4.177516 -5.776357 -0.969447 0.24 0.11 0.01
Cl -8.495196 -0.055595 -3.169602 0.17 0.07 -0.03
Cl -8.222742 -6.524905 -8.100037 0.13 0.06 0.04
Cl -2.550442 -1.166859 -9.689979 0.04 -0.02 0.23
```
Positions in Å, forces in eV/Å.

Its energy relative to the best compared isomer or geometry (same formula, charge and spin) is 128.25 kcal per mole. The net charge is -2.

ORCA calculation (the ωB97M-V functional and the def2-TZVPD basis) on a structure of composition C8H22ClN2O2Ti2.

XYZ file:
```
37
Properties=species:S:1:pos:R:3:forces:R:3
Ti -18.715329 -2.123769 4.913080 -0.26 0.01 0.67
Ti -16.506359 -2.564288 8.846195 -0.49 -0.64 -1.04
Cl -17.710745 -3.767282 6.729011 0.10 1.18 0.62
C -21.233898 0.742244 7.522755 -1.21 -0.16 -1.22
C -20.805302 -0.520832 6.807161 -1.04 -1.86 -0.26
C -21.755877 -1.054730 5.666699 -0.68 1.05 -1.15
O -21.565701 -2.306527 4.928603 1.31 0.78 3.12
C -21.504478 -3.418754 5.856492 -0.72 -1.05 -1.74
N -19.539374 -0.247161 6.193887 1.52 -0.16 -0.64
H -20.573064 1.000688 8.350165 -0.29 -0.17 0.09
H -22.296536 0.683141 7.758157 0.15 0.19 0.65
H -21.155693 1.512025 6.755024 -0.08 0.50 0.19
H -20.713242 -1.330659 7.530912 0.25 -0.16 0.08
H -21.701312 -0.414047 4.786552 0.03 0.88 0.35
H -22.793985 -0.995278 5.993643 -0.06 -0.30 0.28
H -21.790097 -4.218402 5.173048 0.47 -0.55 0.31
H -22.280638 -3.470122 6.620062 0.02 0.78 0.18
H -20.509249 -3.592653 6.265600 -0.03 0.11 0.14
H -18.927839 0.095371 6.921062 0.61 -0.39 0.33
H -19.702499 0.638635 5.736894 0.12 0.17 -0.97
C -16.560622 -7.945531 6.060318 1.09 1.13 -0.10
C -15.434015 -6.965657 5.524402 -0.91 0.69 1.90
C -15.830531 -6.380856 4.159428 1.95 -2.53 0.31
O -15.791183 -7.627046 3.366783 -2.42 1.29 -1.61
C -16.499099 -7.511672 2.075779 1.18 0.55 -0.14
N -15.206310 -5.825078 6.479978 0.35 -0.37 -0.92
H -16.269471 -8.248995 7.065920 0.10 -0.27 -0.06
H -16.697840 -8.809333 5.409836 -0.11 0.18 0.09
H -17.471636 -7.363758 6.200629 -0.28 -0.11 -0.30
H -14.507522 -7.539848 5.521686 0.05 0.23 -0.53
H -15.058538 -5.739123 3.734802 -0.07 0.31 0.24
H -16.749226 -5.822918 4.340541 -0.58 -0.37 -0.77
H -16.821555 -8.431043 1.587044 -0.30 -0.54 1.20
H -15.833932 -7.175721 1.280302 0.64 0.53 0.25
H -17.302480 -6.775062 2.065969 -0.23 -0.21 0.51
H -14.507866 -5.984394 7.191951 -0.29 -0.22 -0.05
H -16.029130 -5.345430 6.816135 0.13 -0.50 -0.02
```
Positions in Å, forces in eV/Å.

As for the expectation value of S²: 12.003. Its energy relative to the best compared isomer or geometry (same formula, charge and spin) is 34.14 kcal per mole. The net charge is +1. The spin multiplicity is 7.

ORCA calculation (the ωB97M-V functional and the def2-TZVPD basis) on a structure of composition C8H22CrF2N2O2.

XYZ file:
```
37
Properties=species:S:1:pos:R:3:forces:R:3
Cr 24.399707 -8.676855 -16.412978 0.90 -0.28 3.38
F 23.702564 -8.102852 -14.556968 0.03 -0.15 -1.94
F 26.075338 -9.289265 -15.442973 -1.16 0.34 -1.51
C 23.770655 -9.839402 -20.623075 -2.25 0.81 -0.25
C 23.786096 -8.941060 -19.381236 1.26 -0.01 0.57
C 22.429584 -8.698170 -18.707343 0.18 -1.59 -1.11
O 22.496843 -8.116759 -17.418190 0.31 -0.21 -1.08
C 21.191384 -8.097515 -16.847920 -0.24 -0.02 0.83
N 24.707216 -9.598622 -18.387050 -0.13 0.33 -0.47
H 22.994326 -10.605842 -20.511428 0.41 -0.38 0.31
H 24.721477 -10.288790 -20.884820 0.12 0.17 0.06
H 23.340385 -9.275589 -21.457528 0.55 0.06 -0.22
H 24.263109 -7.987068 -19.618348 -0.02 0.02 0.00
H 22.044235 -9.729779 -18.680075 -0.44 0.09 0.67
H 21.730721 -8.182704 -19.369728 0.17 0.45 0.07
H 20.475582 -7.589788 -17.497078 0.22 0.22 -0.09
H 21.282766 -7.598212 -15.886472 0.03 0.05 -0.05
H 20.808091 -9.107462 -16.675281 0.25 -0.13 -0.05
H 24.464690 -10.587530 -18.325799 -0.35 0.11 0.29
H 25.589044 -9.664061 -18.890982 0.33 0.38 0.55
C 24.236594 -12.733041 -16.609952 0.22 -0.32 0.51
C 22.974102 -11.873409 -16.580815 0.40 0.19 0.26
C 21.847227 -12.644337 -15.922791 -1.22 0.08 -0.44
O 20.767361 -11.746427 -15.638143 0.57 -0.43 0.29
C 19.754251 -12.413594 -14.904714 -0.48 0.11 -1.06
N 23.313928 -10.626626 -15.813109 -0.80 -2.44 1.18
H 24.465356 -13.036338 -15.581717 -0.09 0.09 0.05
H 25.129358 -12.178505 -16.903579 -0.13 0.06 -0.30
H 24.165480 -13.680669 -17.145596 -0.17 0.23 -0.37
H 22.659275 -11.596149 -17.591695 -0.10 -0.04 0.01
H 22.086906 -13.184335 -15.000535 0.59 0.25 0.08
H 21.469167 -13.410356 -16.613310 0.12 -0.08 -0.10
H 19.006074 -11.655361 -14.684116 0.08 -0.09 0.47
H 20.126549 -12.960222 -14.036315 0.08 0.34 0.21
H 19.261124 -13.145255 -15.559296 0.03 -0.10 0.07
H 22.504092 -10.452655 -15.205121 -0.24 0.80 -0.72
H 23.838825 -11.102218 -15.067325 0.97 1.09 -0.08
```
Positions in Å, forces in eV/Å.

As for the expectation value of S²: 6.010. Its energy relative to the best compared isomer or geometry (same formula, charge and spin) is 9.27 kcal per mole. The spin multiplicity is 5.

Calculated F_max (eV/A), listed in the same order as above: 5.9; 6.7; 2.8; 3.1; 3.5; 3.5